(1)
Molecular formula: C37H31HfNO3P2
Method: DFT, the ωB97M-V functional and the def2-TZVPD basis

```
75
Properties=species:S:1:pos:R:3:mulliken_charge:R:1
C 0.2094 3.3302 2.3614 -0.907
C 4.2456 -0.9946 0.7270 -0.352
Hf -0.0318 -0.1271 0.1271 1.306
H -3.5052 -0.7344 2.4180 0.322
C 2.2804 2.3596 -0.5807 -1.174
C 0.6821 0.2412 3.8552 0.715
H 0.8391 -4.4709 -2.4565 0.443
H 5.1534 1.3247 -1.5895 0.460
P 2.4923 0.5344 -0.7994 1.606
H 3.6988 -1.5099 -2.4683 0.462
C -1.0718 -4.5557 -3.4523 -0.697
C 5.2458 0.5676 -0.8193 -0.276
C 2.9856 -0.9646 -3.0756 -0.844
H 4.0210 0.8156 3.7818 0.517
C -3.4701 -3.2157 4.7108 -0.500
H -1.7547 -3.8742 5.8155 0.432
H 5.6116 -2.1680 1.8870 0.458
H 3.2872 -2.2133 -4.7883 0.474
H 1.2504 1.3345 7.0084 0.449
H -1.9254 1.8026 3.3791 0.675
C 4.1087 -0.0092 -0.2469 0.349
C 0.4187 0.6128 5.1757 -0.558
C 1.2091 0.4551 -4.6722 -0.932
H 3.2553 2.7837 -0.3318 0.510
C 2.3263 0.1552 -2.5600 0.697
H -2.3985 1.2475 1.7771 0.450
C 1.4527 1.0504 5.9849 -0.784
H 3.3725 -1.4581 1.1742 0.403
C -1.5407 1.4043 2.4388 -0.969
C -0.4812 2.2831 1.8461 0.310
C 5.5084 -1.4004 1.1324 -0.880
C 2.7597 -1.3604 -4.3832 -0.782
C 1.3406 3.5601 1.5176 -0.896
H -4.1380 -3.9275 5.1765 0.412
C 1.4299 0.8572 -3.3624 -0.478
C -3.9603 -2.3329 3.7571 -0.851
H -0.2330 -2.2406 4.7794 0.435
O -1.3111 0.0146 -1.5805 -0.593
C -3.1116 -1.4144 3.1628 -0.400
C 6.5033 0.1620 -0.4093 -0.768
O 0.3919 -2.2408 -0.9746 -0.445
C 1.8723 -0.6504 -5.1829 -0.568
C -1.7429 -2.2912 -2.0308 0.349
H 0.8894 1.7195 -2.9882 0.277
H 0.5212 1.0138 -5.2915 0.458
C 6.6335 -0.8192 0.5669 -0.494
H 3.5508 1.4688 6.1216 0.433
C -0.1355 -4.0149 -2.5774 -0.853
C -2.3178 -3.9725 -3.6213 -0.660
C -2.6614 -2.8287 -2.9129 -0.709
H 2.1956 0.0463 2.3341 -0.509
N 0.1741 1.8174 0.6836 0.184
H 1.2449 -2.7008 -0.9359 0.352
H -5.0051 -2.3586 3.4807 0.434
C -2.1306 -3.1850 5.0721 -0.681
H -0.5873 0.5535 5.5741 0.517
C 1.3045 2.6427 0.5190 0.305
H 1.7070 -0.9547 -6.2072 0.451
C -1.7663 -1.3749 3.5327 0.754
C -1.2752 -2.2667 4.4858 -0.640
H 7.6185 -1.1324 0.8852 0.425
C -1.8269 -1.0867 -1.1789 0.567
C 2.7477 1.1245 5.4841 -0.652
O -1.9190 -1.2066 0.0833 -0.484
H 7.3840 0.6073 -0.8511 0.451
H 2.0975 4.3152 1.6514 0.542
P -0.6619 -0.1984 2.7502 0.769
C -0.4923 -2.8871 -1.8773 0.780
H -0.0305 3.8593 3.2692 0.532
C 3.0145 0.7592 4.1736 -0.549
H -3.6302 -2.3663 -3.0396 0.539
H -0.8183 -5.4455 -4.0115 0.455
H 1.9839 2.7824 -1.5431 0.615
C 1.9791 0.3189 3.3639 0.349
H -3.0267 -4.4096 -4.3093 0.463
```

LUMO energy, eV: -6.5091
Total charge: +2
Kohn-Sham gap, eV: 7.0

---

(2)
Molecular formula: C37H31N9OPRuSSe2
Method: DFT, the ωB97M-V functional and the def2-TZVPD basis

```
83
Properties=species:S:1:pos:R:3:lowdin_spin:R:1
C 4.2509 -3.9488 -0.7513 0.000
Se -1.8482 -0.0127 0.4838 0.389
H 6.3484 -1.5768 0.4509 0.000
C -0.4726 -2.2558 2.6374 0.007
S -2.0631 3.9884 0.2360 0.238
H -3.1320 2.4015 4.1039 0.003
C 0.1386 -3.3383 3.2518 0.001
C -0.8520 -1.1615 3.4076 0.008
C 4.6734 -1.1908 -0.8309 0.000
C 3.6232 -1.7559 -1.5375 0.000
C 2.2549 -3.6833 -2.1869 0.000
C -0.8133 -1.8168 -4.2388 0.000
C -0.6496 4.8869 0.6738 0.032
C -1.6576 -4.0601 -4.5509 0.000
C -5.4648 -0.6538 3.6715 0.000
C -3.7914 1.5523 3.9816 0.004
N -0.7447 1.7751 -2.1535 0.083
H 2.2138 7.2083 1.8522 0.001
N 1.7504 1.8065 0.1880 0.078
H -3.5075 -4.2015 -5.6150 0.000
H 2.2832 2.2559 2.2384 0.000
H -3.7517 -1.7698 -5.9050 0.000
Se -0.4902 2.0768 3.0421 0.221
H -3.1399 0.4607 -5.0609 0.000
H 1.0105 2.6810 -3.0313 0.000
C 1.3193 6.1861 0.1661 0.013
N 1.8842 -4.9216 -2.2893 0.000
C -3.3401 0.4031 3.3458 0.009
H 2.2082 1.0474 -1.7627 0.000
C -0.6225 -1.1362 4.7820 0.004
H 0.8386 -4.1695 5.0964 0.000
H -5.4494 2.4807 4.9644 0.000
H 5.9936 -4.0182 0.4836 0.000
C -4.1704 -0.7065 3.1863 0.005
C 1.4224 6.5577 1.5122 0.033
C -5.0914 1.5915 4.4633 0.001
Ru -0.5315 2.1516 0.2404 3.661
P -1.6699 0.2725 2.6747 0.042
C -2.8868 -2.1666 -5.3859 0.000
O 1.3837 -2.8618 -2.8218 0.000
H -1.5401 -5.1239 -4.3968 0.000
C 4.8610 0.3121 -0.8430 0.001
H -1.6711 0.5133 -6.0369 0.000
H 4.9985 0.6824 -1.8587 0.000
N -0.5121 5.2959 1.9610 0.035
H -0.6530 -2.2636 1.5708 0.007
N 0.7353 -4.9398 -3.0159 0.000
C 5.5233 -2.0106 -0.1007 0.000
C 2.5133 1.2533 -0.7509 0.011
H 2.9724 -1.1416 -2.1473 0.000
H 0.4354 -4.1930 2.6588 0.000
C 0.4841 6.0949 2.3917 0.021
C 3.3970 -3.1270 -1.4854 0.000
H 0.1668 -2.2146 6.4493 0.000
N 3.7140 0.9971 -0.2432 0.005
H 0.1817 5.0739 -1.2846 0.001
C 5.3176 -3.3849 -0.0747 0.000
C 0.4543 -3.7109 -3.3239 0.000
C 2.5721 1.8656 1.2791 0.008
C -0.6860 -3.1934 -4.0571 0.000
H -0.0324 -1.1655 -3.8661 0.000
C -1.9192 -1.2986 -4.8918 0.000
H -3.8063 -1.6001 2.6920 0.002
C 0.3655 -3.3214 4.6199 0.000
N -1.3853 0.9566 -4.0553 0.003
H 0.4871 6.3458 3.4430 0.001
C -2.0834 0.1963 -5.0803 0.001
H -6.9374 0.5286 4.6842 0.000
C 0.1245 2.0802 -3.1587 0.006
H -1.2120 4.9715 2.6207 0.003
H -0.9144 -0.2761 5.3734 0.002
H -6.1151 -1.5108 3.5587 0.000
C -1.6836 1.0627 -2.7617 0.006
N 3.7641 1.3928 1.0403 0.004
C -0.0131 -2.2236 5.3828 0.001
H 5.7204 0.5925 -0.2414 0.000
C -5.9245 0.4938 4.3061 0.002
H -2.5658 0.6459 -2.3028 0.000
N -0.2317 1.5905 -4.3176 0.004
C 0.3008 5.3543 -0.2478 0.043
C -2.7490 -3.5374 -5.2234 0.000
H 2.0309 6.5721 -0.5517 0.000
H 4.0584 -5.0128 -0.7269 0.000
```

LUMO energy (alpha / beta), eV: -5.9282 / -7.4370
⟨S²⟩: 8.77
2S+1: 6
Total charge: +2
Kohn-Sham gap (alpha / beta), eV: 6.6 / 5.1

---

(3)
Molecular formula: C37H32BF5IN7Ru
Method: DFT, the ωB97M-V functional and the def2-TZVPD basis

```
84
Properties=species:S:1:pos:R:3:mulliken_charge:R:1
I 5.8862 -0.6313 -1.0319 0.172
H -3.5780 4.1081 -0.5099 0.574
H 2.6327 -3.9345 1.3083 0.601
H -1.9685 5.1488 -1.7809 0.406
H 1.1479 -0.9702 -1.8071 -1.583
C 4.1084 -1.3041 -0.2148 -1.330
C 0.0852 -0.0856 4.3737 -1.571
F -1.3659 -2.1125 -4.5070 -0.228
H 2.4169 3.0006 -2.5200 0.547
H -5.0840 -1.5448 0.7683 0.251
H 3.0736 0.5519 -0.5662 0.703
C 3.6387 2.1784 1.8213 -0.767
H 1.5006 2.3829 1.8549 0.799
C -3.0559 3.2394 -0.1486 -1.704
C -1.2395 -2.1109 -0.9512 0.149
C 3.2420 -0.1031 3.3718 -0.561
C 3.9800 -2.5814 0.3128 -0.328
C -0.2279 -3.8781 -2.2767 -1.350
C 1.7152 -2.0567 0.8604 -0.389
C 2.1486 0.6268 2.9198 0.297
H -3.1794 0.3678 4.7815 0.300
C -3.0711 -2.0981 0.3057 0.273
C -2.4457 -2.7899 -0.6960 -1.487
C 1.8038 -3.5409 -3.6303 -0.943
Ru 0.1106 0.4660 0.2453 -0.408
H 0.5056 -0.1420 5.3633 0.573
C -2.4395 -0.4238 4.8957 -1.484
C 4.7272 1.4359 2.2611 -0.616
N -2.5880 1.3848 0.9499 0.289
F 0.2606 -1.2548 -5.6619 -0.226
C 2.3524 1.7753 2.1507 -0.308
H -4.2702 -2.4530 2.0417 0.288
N -2.2549 -1.0697 0.6503 0.137
H 2.5875 -3.9866 -4.2265 0.579
F 0.9359 0.4005 -3.7589 -0.292
C -3.5521 2.3071 0.7418 0.823
H 5.7322 1.7541 2.0163 0.519
H 1.9062 5.1839 -3.5770 0.439
C -1.0128 4.6674 -1.9392 -0.989
H 3.0881 -0.9902 3.9749 0.525
H -3.5655 -0.1584 2.2830 0.032
H -5.4719 1.4066 1.0474 0.243
H -0.9314 -4.5761 -1.8482 0.507
C -1.2531 -0.1834 4.0285 1.032
C -0.7421 3.4452 -1.3274 0.627
H 4.8170 -3.2674 0.3055 0.565
C 1.4574 3.4754 -2.3578 -0.995
B -2.5413 0.0645 1.7279 -1.782
F -0.9434 0.1212 -2.7053 -0.299
C -0.2751 -2.5288 -1.9200 0.955
H -2.1288 -0.4533 5.9372 0.393
N -1.1622 -1.0344 -0.1092 2.158
C 2.7638 -2.9574 0.8632 -1.348
H 0.7580 -2.2947 1.3046 0.332
H 0.7709 -5.4168 -3.3318 0.488
N -1.3573 0.0467 2.7009 0.443
C 4.5271 0.3009 3.0372 -0.809
N 1.8308 -0.8298 0.3320 1.851
F -1.4955 -0.0682 -5.2168 -0.227
H 3.7927 3.0827 1.2461 0.522
H -2.8394 -3.6536 -1.2041 0.658
C 1.1697 4.6958 -2.9532 -0.740
C 3.0108 -0.4586 -0.1825 -0.482
H -4.7646 2.1309 2.4955 0.288
H -2.9197 -1.3741 4.6576 0.269
H 2.5154 -1.5490 -3.7914 0.593
C 0.7639 -4.3571 -3.1014 -0.825
H -0.3003 6.2342 -3.2070 0.432
H 0.7769 1.8909 -1.1213 -0.742
C -0.6732 -0.9908 -4.7564 0.597
N -0.1222 0.2617 2.1933 1.055
C -0.0084 -0.5014 -3.4414 0.374
H -4.8063 -3.2772 0.5724 0.406
H -5.4319 3.1596 1.2267 0.409
C -4.8778 2.2439 1.4177 -1.385
C -0.0680 5.2844 -2.7444 -0.730
C 0.5056 2.8645 -1.5620 1.612
C 0.7628 0.2178 3.1886 -0.245
C -4.3812 -2.3552 0.9624 -1.456
N -1.4964 1.7067 0.2141 1.372
C -1.7526 2.8260 -0.4580 0.233
C 0.6863 -1.6033 -2.5780 3.166
H 5.3773 -0.2671 3.3928 0.467
C 1.7703 -2.2210 -3.3823 -0.699
```

LUMO energy, eV: -8.0468
Total charge: +2
Kohn-Sham gap, eV: 5.2

---

Number 1: molar mass 778.1 g mol⁻¹. Number 2: molar mass 939.7 g mol⁻¹. Number 3: molar mass 908.5 g mol⁻¹.